1.
52
Properties=species:S:1:pos:R:3 method="wB97M-V/def2-TZVPD" total_energy_ev=-110541.971 fmax_ev_per_a=0.57 e_above_lowest_ev=0.0000 total_charge=+2 spin_multiplicity=1
Ir -0.061 0.503 0.266
I 2.047 -0.085 -4.029
Br -1.935 -3.659 0.198
O -0.499 -1.264 1.215
O 1.672 -0.184 -0.679
O 1.043 -1.311 2.820
N 0.128 2.268 -0.821
N 1.215 -2.358 -1.107
N 1.093 1.138 1.886
N -1.583 1.475 1.214
N -1.605 -0.272 -0.958
C -1.501 -5.450 3.867
C 2.896 -1.203 -2.419
C -0.123 -3.498 3.994
C -1.360 -3.952 2.000
C -1.864 -5.107 2.573
C -2.839 0.722 0.911
C -2.880 0.405 -0.575
C -1.677 2.896 0.710
C 1.878 -1.241 -1.329
C 0.113 -1.835 2.217
C -1.220 1.423 2.668
C -0.398 3.368 0.029
C -0.479 -3.122 2.696
C 0.222 1.879 2.847
C -0.626 -4.645 4.579
H 0.521 -2.408 -0.368
H 0.310 2.949 2.669
H -3.740 -0.226 -0.801
H 3.782 -0.671 -2.088
H 0.546 1.702 3.872
H 0.568 -2.865 4.531
H 1.960 1.637 1.707
H -1.653 -1.248 -0.645
H 1.083 2.453 -1.126
H -2.798 -0.206 1.482
H 3.156 -2.185 -2.799
H 1.416 -3.199 -1.624
H -0.417 2.204 -1.679
H 0.377 3.614 0.750
H -1.906 2.039 3.254
H -1.930 3.557 1.540
H -2.535 -5.739 2.009
H -0.334 -4.911 5.585
H 1.346 0.220 2.309
H -2.506 2.947 0.007
H -1.904 -6.350 4.310
H -1.331 0.386 2.981
H -2.977 1.308 -1.176
H -1.511 -0.299 -1.971
H -3.718 1.289 1.223
H -0.598 4.267 -0.555

2.
76
Properties=species:S:1:pos:R:3 method="wB97M-V/def2-TZVPD" total_energy_ev=-139295.345 fmax_ev_per_a=2.88 total_charge=+1 spin_multiplicity=1
I 5.869 2.137 -3.038
S -3.820 0.800 -0.528
S 6.748 -1.585 -2.979
S 6.698 1.028 3.790
S -5.879 0.096 -4.015
S -7.126 -0.499 4.375
F -0.108 2.301 -0.229
F 3.068 2.697 1.207
F 0.682 3.690 1.205
F 1.582 1.231 1.655
F 1.459 3.766 -0.787
O -5.968 -0.374 3.551
O -8.259 0.478 3.812
O 0.427 -0.448 -1.325
O -7.243 0.479 -4.048
O -5.779 -1.412 -3.464
O 6.013 -1.013 -1.904
O 5.449 2.024 3.982
O 6.101 -0.217 4.603
O 6.538 -1.194 -4.325
O -7.058 -0.355 5.779
O -4.325 -0.332 0.480
O -4.936 1.355 -1.185
O 6.746 0.676 2.418
O -7.839 -1.885 4.016
O 6.622 -3.175 -2.872
O -4.896 0.873 -3.357
O -3.267 1.834 0.569
O 7.812 1.546 4.488
O 8.307 -1.469 -2.657
O -5.407 -0.211 -5.527
O -2.695 0.299 -1.253
N 2.890 1.904 -2.459
N 1.133 0.405 -2.131
N 2.633 1.026 -0.348
C 4.313 1.280 4.441
C -9.191 -1.647 3.595
C 4.191 2.198 -1.714
C 2.112 1.948 0.638
C 8.816 -2.739 -2.219
C 4.909 0.176 5.294
C 2.135 1.061 -1.658
C -3.669 1.410 1.884
C -9.161 -0.265 2.978
C -5.682 -2.320 -4.567
C 4.080 1.107 -0.625
C -4.923 -1.552 -5.627
C 1.010 2.928 0.148
C -3.775 -0.093 1.787
C 7.934 -3.761 -2.903
H -5.096 -1.943 -6.627
H -10.139 0.207 2.959
H 9.863 -2.843 -2.492
H -9.834 -1.678 4.476
H 4.735 1.146 0.245
H -4.420 -0.514 2.558
H -2.939 1.727 2.625
H 7.936 -4.722 -2.397
H -2.788 -0.564 1.831
H 4.390 0.172 -1.103
H -8.749 -0.288 1.967
H 5.190 0.541 6.283
H 3.983 3.172 -1.265
H 4.236 -0.671 5.400
H -4.635 1.864 2.110
H 3.638 1.922 4.999
H 8.718 -2.790 -1.133
H -9.508 -2.409 2.889
H 0.843 0.463 -3.104
H -6.694 -2.561 -4.900
H -5.174 -3.232 -4.266
H 8.219 -3.900 -3.948
H -3.850 -1.545 -5.421
H -0.425 0.004 -1.188
H 3.791 0.871 3.572
H 3.230 1.275 -3.200

3.
53
Properties=species:S:1:pos:R:3 method="wB97M-V/def2-TZVPD" total_energy_ev=-52626.336 fmax_ev_per_a=3.28 e_above_lowest_ev=0.1190 total_charge=+2 spin_multiplicity=1
Tl -3.000 -5.409 -1.362
S -1.131 -2.764 1.509
F -0.802 -6.703 0.204
O -0.369 -1.715 0.467
O -4.396 -7.294 3.161
O -2.128 -3.543 0.723
O -3.386 -0.836 -3.429
O -0.553 -8.441 -4.692
O -1.566 -1.986 2.686
O -3.814 -5.904 1.383
O -2.698 -2.569 -2.233
O -1.322 -7.118 -3.057
C -0.458 0.712 0.687
C -3.007 -6.241 4.721
C -3.129 -1.396 -2.275
C 0.114 -9.051 -2.493
C -3.926 0.476 -3.350
C -3.990 -7.419 4.524
C 0.295 -0.562 1.007
C -3.588 -6.344 2.478
C -0.661 -8.115 -3.400
C -3.498 -0.444 -1.157
C -4.113 0.796 -1.844
C 0.319 -3.803 1.897
C 1.096 -9.561 -3.505
C -2.449 -5.878 3.320
C 0.300 -9.598 -4.784
H -4.815 0.718 -3.934
H -0.254 -10.536 -4.824
H -2.574 -0.224 -0.622
H 0.280 -0.514 2.096
H 1.332 -0.421 0.704
H -3.475 -5.355 5.151
H -5.102 0.999 -1.433
H 0.218 -4.642 1.209
H -1.493 0.699 1.030
H -1.538 -6.380 2.994
H 0.489 -8.431 -1.679
H -3.393 -8.329 4.585
H -2.246 -6.533 5.445
H -3.543 1.665 -1.516
H -3.152 1.079 -3.825
H 1.137 -3.132 1.635
H 1.439 -10.566 -3.262
H -2.282 -4.809 3.194
H 1.923 -8.923 -3.817
H -4.774 -7.322 5.274
H 0.906 -9.399 -5.668
H -0.409 -9.901 -2.055
H -0.555 0.723 -0.399
H 0.193 -4.063 2.948
H -4.226 -0.917 -0.498
H -0.007 1.599 1.131

4.
46
Properties=species:S:1:pos:R:3 method="wB97M-V/def2-TZVPD" total_energy_ev=-33666.563 fmax_ev_per_a=2.87 s_squared=8.780 total_charge=+2 spin_multiplicity=6
Ir -1.224 -0.159 -0.364
P -0.802 2.005 -0.530
O -3.119 -2.059 -1.817
O -0.927 -2.454 -1.916
N 0.873 -1.246 2.625
C 1.205 0.794 -1.836
C -1.844 -1.742 -1.516
C 3.292 -0.383 -2.135
C 2.891 -1.335 -1.201
C 0.305 -1.909 1.531
C 2.448 0.682 -2.456
C 0.786 -0.218 -0.963
C 0.263 -1.390 3.914
C 1.641 -1.249 -0.574
C 1.860 -0.222 2.518
C 0.288 1.958 -2.053
C -4.253 -1.133 -1.761
C -2.004 3.328 -0.710
C 1.270 -2.315 0.403
C 0.360 2.647 0.713
H 1.405 0.779 2.426
H -0.167 -2.396 4.011
H -0.544 -0.655 4.077
H -0.169 -2.819 1.934
H -1.526 4.254 -1.044
H 2.531 -0.380 1.667
H -3.976 -0.142 -2.152
H -2.056 -0.191 1.006
H 0.681 3.656 0.435
H -0.563 -1.292 1.108
H 0.813 2.914 -2.150
H 2.448 -0.218 3.450
H 0.757 -3.128 -0.136
H 4.267 -0.465 -2.611
H 1.019 -1.235 4.695
H 1.247 2.010 0.803
H -2.777 3.025 -1.427
H 2.178 -2.737 0.854
H -4.601 -1.042 -0.724
H -2.474 3.481 0.271
H -0.383 1.840 -2.919
H -0.159 2.673 1.678
H 2.747 1.451 -3.173
H -2.530 0.781 -0.625
H 3.543 -2.167 -0.937
H -5.021 -1.595 -2.391

5.
44
Properties=species:S:1:pos:R:3 method="wB97M-V/def2-TZVPD" total_energy_ev=-20994.278 fmax_ev_per_a=12.34 e_above_lowest_ev=9.7042 spin_multiplicity=1
O -0.138 -2.701 3.069
N 2.577 1.751 1.744
N 2.072 5.422 1.366
C -0.087 -3.383 0.568
C 0.204 2.656 -2.224
C 2.408 4.001 -1.217
C -1.765 1.163 -1.285
C 2.841 1.922 0.492
C 3.085 2.522 -1.045
C 0.370 -3.943 3.684
C -1.339 -0.433 -1.058
C -2.624 -1.429 -0.838
C -0.538 2.190 -0.820
C 1.043 4.058 -2.114
C -2.535 -2.097 0.692
C 2.206 4.676 0.298
C -1.736 -3.539 0.663
C 0.553 -2.451 1.774
H 1.149 -4.528 3.006
H 0.345 -4.479 0.756
H 1.696 -2.729 1.899
H -2.013 -1.372 1.462
H -0.572 -0.815 -1.881
H -0.996 3.136 -0.271
H 4.266 2.685 -1.114
H 0.521 -1.294 1.538
H -2.662 -2.309 -1.611
H -3.619 -2.312 1.115
H 3.212 4.674 -1.787
H -0.730 -0.437 -0.032
H -2.075 -4.120 1.639
H -0.688 2.867 -2.989
H 0.269 -3.057 -0.515
H 1.281 4.500 -3.171
H 0.908 -3.684 4.713
H -3.607 -0.764 -0.828
H 0.141 1.564 -0.102
H -2.769 1.406 -0.687
H 0.318 4.835 -1.568
H -2.050 -4.208 -0.253
H 2.821 1.745 -1.878
H -0.497 -4.698 3.911
H -2.044 1.257 -2.419
H 0.796 1.752 -2.680

6.
51
Properties=species:S:1:pos:R:3 method="wB97M-V/def2-TZVPD" total_energy_ev=-52228.428 fmax_ev_per_a=1.02 total_charge=+2 spin_multiplicity=1
Pd 0.460 0.802 -0.275
S -0.150 -0.955 1.127
P -1.005 2.629 -0.275
O 1.559 0.591 -2.371
O 3.063 1.372 3.406
O 1.473 1.742 1.933
O 3.353 1.093 -3.602
N 2.937 1.148 -0.131
N -1.551 -1.927 -0.872
N -2.216 -2.506 1.344
C 2.744 0.878 -2.468
C -2.292 -2.891 -1.680
C -3.417 -3.332 1.238
C -1.625 2.734 1.439
C 5.010 0.997 -1.305
C 2.634 1.489 2.173
C -1.458 -1.893 0.454
C 4.982 1.271 1.081
C -1.632 -4.267 -1.686
C -3.791 -3.879 2.605
C -2.401 3.065 -1.375
C 5.693 1.113 -0.103
C 3.590 1.292 1.021
C 3.618 1.019 -1.265
C 0.116 4.061 -0.448
H 6.771 1.070 -0.090
H -1.873 3.762 1.698
H -2.104 2.987 -2.420
H -3.257 2.414 -1.209
H -3.312 -2.958 -1.305
H 5.544 0.895 -2.236
H 0.965 3.952 0.227
H -2.508 2.110 1.565
H -0.834 -1.386 -1.368
H -2.967 -4.440 3.036
H -2.300 -4.976 -2.165
H -4.628 -4.562 2.499
H -0.846 2.370 2.110
H -4.085 -3.086 3.288
H 5.515 1.398 2.010
H -0.422 4.977 -0.205
H 0.486 4.134 -1.471
H -4.243 -2.732 0.848
H -1.972 -2.312 2.310
H -0.694 -4.257 -2.233
H 2.776 1.030 -4.384
H -2.688 4.095 -1.166
H 4.002 1.158 3.510
H -3.245 -4.167 0.560
H -1.433 -4.615 -0.675
H -2.341 -2.508 -2.700

7.
48
Properties=species:S:1:pos:R:3 method="wB97M-V/def2-TZVPD" total_energy_ev=-38284.371 fmax_ev_per_a=2.30 total_charge=+2 spin_multiplicity=1
Pd -0.256 -2.072 0.216
S 0.413 1.450 -0.458
O -0.547 0.374 -0.005
N 0.035 -1.773 2.405
N 1.590 -1.379 0.022
N -2.281 -2.472 0.402
N -0.315 -2.124 -2.003
C 0.446 2.696 0.889
C 0.408 4.018 0.152
C -0.742 3.886 -0.843
C 0.934 -1.407 -2.368
C -2.711 -1.804 -0.852
C 3.041 -0.238 -1.398
C 1.906 -1.025 -1.220
C -1.276 -1.083 2.421
C 3.718 0.205 -0.264
C -0.531 2.571 -1.583
C -1.642 -1.465 -2.018
C 2.068 -0.815 1.127
C 1.311 -1.022 2.461
C -2.468 -1.885 1.760
C 3.195 -0.007 1.009
H -0.444 2.547 1.501
H -1.165 -0.130 1.901
H 1.342 2.545 1.482
H 1.987 -1.542 3.148
H -1.455 2.081 -1.876
H -3.330 -1.206 1.771
H 0.043 -2.551 3.060
H 4.628 0.775 -0.374
H -0.356 -3.027 -2.471
H -3.484 -2.429 -1.308
H 0.688 -0.467 -2.876
H 0.107 2.701 -2.454
H 1.352 4.184 -0.370
H -2.583 -3.443 0.406
H 1.489 -2.020 -3.086
H 1.143 -0.021 2.878
H -2.701 -2.723 2.424
H 0.254 4.848 0.838
H -2.159 -1.697 -2.956
H -3.179 -0.850 -0.590
H 3.661 0.434 1.874
H -1.475 -0.388 -1.990
H -1.600 -0.877 3.450
H 3.395 0.031 -2.380
H -0.761 4.718 -1.543
H -1.694 3.877 -0.308

8.
67
Properties=species:S:1:pos:R:3 method="wB97M-V/def2-TZVPD" total_energy_ev=-294063.159 fmax_ev_per_a=3.24 e_above_lowest_ev=0.0000 total_charge=-2 spin_multiplicity=1
Br -13.452 -6.625 -7.155
Se -19.390 -6.107 -3.346
As -16.955 -9.163 0.226
Ti -17.085 -6.012 -2.964
P -16.086 -4.024 -0.367
P -13.740 -5.153 -1.996
F -15.441 -8.205 0.673
F -17.744 -8.307 1.475
F -16.362 -10.394 1.408
F -17.354 -7.749 -0.929
F -15.961 -9.943 -0.975
F -18.380 -10.145 -0.256
O -16.249 -5.706 -9.071
O -16.575 -7.827 -3.646
O -14.746 -5.825 -2.879
O -16.620 -2.398 -4.946
O -16.433 -9.330 -5.352
O -16.971 -4.037 -3.449
O -14.507 -4.217 -0.891
O -16.985 -5.022 -1.040
N -12.593 -4.155 -2.635
N -16.037 -4.392 1.220
N -16.511 -2.489 -0.723
N -12.848 -6.275 -1.119
N -16.590 -5.889 -5.026
C -12.470 -3.627 -3.997
C -16.744 -3.601 -4.664
C -15.438 -3.450 2.206
C -16.698 -4.715 -5.638
C -17.934 -2.172 -0.896
C -13.220 -6.721 0.227
C -15.927 -6.952 -7.082
C -16.174 -5.684 -7.730
C -15.614 -1.593 -1.362
C -11.711 -3.493 -1.679
C -11.972 -7.135 -1.872
C -16.378 -6.953 -5.768
C -16.557 -4.569 -6.993
C -16.513 -8.176 -4.891
C -16.731 -5.621 1.666
H -12.781 -2.568 -4.044
H -15.883 -4.922 -9.467
H -10.945 -3.036 -2.295
H -12.347 -6.705 0.891
H -16.045 -6.126 2.325
H -11.245 -4.186 -0.918
H -15.741 -3.676 3.250
H -12.503 -8.010 -2.323
H -17.643 -5.343 2.156
H -13.624 -7.716 0.198
H -17.023 -6.261 0.798
H -15.619 -1.726 -2.509
H -13.979 -6.073 0.648
H -14.603 -1.870 -1.014
H -11.143 -7.470 -1.225
H -14.416 -3.450 2.067
H -13.250 -4.178 -4.576
H -18.110 -1.859 -1.924
H -18.315 -1.370 -0.236
H -15.646 -7.874 -7.625
H -11.629 -6.527 -2.709
H -18.518 -3.095 -0.752
H -16.855 -3.621 -7.402
H -15.819 -2.421 1.961
H -11.478 -3.718 -4.405
H -12.162 -2.628 -1.111
H -15.881 -0.580 -1.100